{"formula": "C10H27NO3S", "method": "the ωB97M-V functional and the def2-TZVPD basis", "charge": 0, "energy_ha": -1075.42956, "multiplicity": 1, "elements": ["C", "C", "N", "C", "C", "C", "C", "C", "O", "C", "H", "H", "H", "H", "H", "H", "H", "H", "H", "H", "H", "H", "H", "H", "H", "H", "H", "H", "H", "H", "O", "H", "C", "S", "O", "C", "H", "H", "H", "H", "H", "H"], "coordinates": [[2.36858, 2.72627, -1.34309], [1.37246, 1.64860, -0.83359], [0.01750, 1.68266, -1.55320], [-0.46487, 3.09785, -1.42636], [0.12947, 1.37544, -3.07548], [0.87534, -0.04597, -3.40331], [-0.80751, 0.66770, -0.69192], [-2.23278, 0.29424, -1.14832], [-2.78376, -0.78127, -0.43142], [-4.13546, -1.15579, -0.88733], [2.36105, 2.99181, -2.30751], [3.46777, 2.35274, -1.27899], [2.19207, 3.35321, -0.75341], [1.16274, 1.75174, 0.27438], [1.76791, 0.75808, -0.89890], [-0.54036, 3.17109, -0.25987], [-1.45537, 2.99963, -1.71429], [0.10799, 3.78097, -2.05905], [0.81532, 2.03434, -3.49055], [-0.89238, 1.42788, -3.43410], [0.45351, -0.85007, -3.10094], [1.93634, -0.24980, -3.14276], [0.98200, -0.24643, -4.64009], [-1.00297, 0.87176, 0.38101], [-0.27503, -0.37867, -0.64238], [-2.35745, 0.30222, -2.30199], [-2.87207, 1.03188, -0.97968], [-4.85624, -0.35996, -1.34281], [-4.59496, -1.67804, 0.07434], [-3.88668, -1.73001, -1.85984], [1.20234, -0.85981, 1.48151], [0.23377, -0.81064, 1.55411], [0.12000, -3.68703, 4.44073], [0.68081, -2.02134, 4.41728], [0.36436, -1.48533, 5.79667], [2.42645, -2.34429, 4.35691], [0.52466, -4.17979, 5.14493], [0.46907, -4.11548, 3.57392], [-0.97117, -3.81506, 4.31039], [2.57945, -3.28297, 4.92514], [3.00558, -1.60608, 4.81665], [2.51253, -2.63630, 3.45321]], "forces_ev_per_a": [[3.8, -11.5, -4.2], [-1.1, 4.0, 0.3], [1.1, -0.8, 0.8], [0.1, -1.7, 2.9], [0.8, -4.1, 1.8], [2.7, 4.7, -5.1], [-0.7, -3.5, -0.3], [1.2, -1.0, -3.0], [-0.5, 0.0, -0.5], [0.5, -0.5, -0.5], [-0.8, 1.1, -3.7], [-1.9, 0.4, 0.6], [-1.6, 10.5, 8.2], [0.2, 0.0, -1.3], [1.6, -5.0, -0.5], [0.6, 1.0, -2.2], [-2.1, 0.6, -0.9], [0.0, -0.1, 0.7], [0.6, 1.9, -0.6], [0.2, 0.0, -0.4], [-3.6, -5.1, 2.3], [-0.5, 1.3, 0.4], [-0.7, 1.1, 3.2], [1.3, 1.0, -0.6], [-0.1, 2.2, -0.1], [0.6, -1.2, 1.2], [-2.6, 4.0, 1.2], [1.5, -0.5, 1.5], [0.8, 0.8, -2.7], [-0.9, -0.2, 1.8], [-0.4, 0.4, -0.7], [0.4, -0.2, 0.2], [-3.6, 2.9, -4.3], [-1.3, 2.1, 1.2], [0.2, -0.2, -0.4], [-1.9, -1.6, 6.0], [2.5, -3.5, 5.7], [1.1, -1.0, -2.4], [0.5, 0.6, 0.7], [0.1, 0.4, 0.3], [0.7, 1.4, -0.1], [1.7, -1.0, -6.8]], "mulliken_charge": [-2.1314, -0.5505, 0.1975, -1.0998, -0.6023, -1.3187, -0.3029, -0.9747, -0.3378, -0.6947, 0.5075, 0.2872, 0.8476, 0.5571, 0.6781, 0.3355, 0.5603, 0.3938, 0.5149, 0.5332, 0.4955, 0.3602, 0.3146, 0.3816, 0.2932, 0.2837, 0.5851, 0.2652, 0.2378, 0.2959, -0.9540, 0.1054, -1.2292, 0.5853, -0.7200, -1.0787, 0.5215, 0.4185, 0.3060, 0.3496, 0.3434, 0.4397]}

---

{"formula": "C12H15F9O6", "method": "the ωB97M-V functional and the def2-TZVPD basis", "s2": 0.75, "charge": -1, "energy_ha": -1816.47446, "multiplicity": 2, "elements": ["C", "C", "O", "C", "O", "C", "F", "F", "F", "H", "H", "H", "H", "H", "C", "C", "O", "C", "O", "C", "F", "F", "F", "H", "H", "H", "H", "H", "C", "C", "O", "C", "O", "C", "F", "F", "F", "H", "H", "H", "H", "H"], "coordinates": [[0.94163, -7.02665, -2.45396], [0.63486, -5.68986, -1.76113], [1.62726, -5.41897, -0.76185], [1.83804, -4.24551, -0.23436], [1.16767, -3.20555, -0.49153], [2.91149, -4.30321, 0.87426], [2.88945, -3.16874, 1.58386], [2.80908, -5.33821, 1.73649], [4.15012, -4.34337, 0.30814], [0.94766, -7.67174, -1.57537], [1.81980, -7.19021, -3.07859], [0.13887, -7.40632, -3.08605], [-0.32270, -5.67841, -1.24052], [0.54579, -4.77048, -2.33984], [-0.85114, 2.50845, 2.92920], [-1.08289, 4.03806, 2.58917], [-0.25639, 4.34416, 1.45831], [0.41650, 5.47990, 1.30578], [0.37740, 6.38723, 2.11943], [1.26836, 5.58609, 0.02109], [2.50513, 5.96731, 0.30378], [1.34295, 4.52725, -0.77216], [0.76665, 6.54743, -0.79575], [-0.47058, 2.40474, 3.94533], [-0.00446, 2.09831, 2.37873], [-1.76439, 1.91727, 2.86135], [-0.82102, 4.64346, 3.45693], [-2.06403, 4.28933, 2.18626], [-1.53223, -1.03671, -0.82647], [-0.86151, 0.04133, 0.00727], [-0.86825, 1.23531, -0.69339], [-1.87732, 2.11100, -0.62236], [-2.88139, 1.97112, 0.13520], [-1.83722, 3.26937, -1.64644], [-0.77914, 3.28060, -2.54630], [-2.94902, 3.32882, -2.33502], [-1.73613, 4.46277, -0.99040], [-2.55488, -0.80320, -1.12273], [-1.47777, -1.98005, -0.28310], [-0.97564, -1.15345, -1.75635], [0.16446, -0.25414, 0.22676], [-1.29501, 0.24527, 0.98635]], "forces_ev_per_a": [[-0.6, -0.1, 1.0], [-0.5, 1.4, -0.8], [1.3, -1.4, 0.4], [-3.8, 3.5, -0.8], [2.9, -3.7, 1.0], [1.2, 1.0, 0.4], [-0.3, -0.5, -0.1], [-0.2, 0.5, -0.8], [-0.6, -0.5, 0.1], [0.4, -0.7, -0.3], [0.4, 0.7, 0.5], [-0.4, 0.5, 0.2], [-0.1, -0.6, 0.1], [0.3, -0.2, -0.6], [0.0, 1.1, 0.4], [0.2, -1.1, 0.0], [1.9, 0.3, -1.5], [-1.5, -0.1, 2.4], [0.5, -0.5, -1.3], [-0.6, 0.4, -1.9], [0.6, 0.0, 0.7], [-0.1, -0.7, 0.8], [-0.3, 0.3, 0.7], [-0.3, 0.3, 0.4], [-0.5, 0.0, -0.7], [0.2, 0.0, -0.5], [0.0, 0.3, -0.3], [-0.3, -0.4, 0.6], [0.1, -0.3, 0.2], [-0.8, 0.3, 0.3], [3.2, -0.6, -1.2], [-1.0, 2.6, -1.2], [-0.7, -0.1, 0.6], [2.0, -2.9, 2.3], [-0.7, -0.2, 0.5], [-1.6, 0.7, -1.3], [-0.2, 1.1, -0.1], [-0.1, 0.1, 0.4], [-0.2, -0.2, -0.1], [0.2, 0.0, 0.0], [0.3, 0.1, -0.4], [-0.6, -0.5, 0.1]], "mulliken_charge": [-1.1115, -0.2735, -0.2554, 0.3042, -0.4800, 0.9182, -0.2231, -0.2411, -0.2646, 0.2973, 0.2957, 0.3644, 0.2910, 0.3634, -1.0884, -0.4201, -0.1336, 0.3718, -0.5981, 0.8927, -0.2734, -0.2046, -0.2880, 0.5179, 0.2349, 0.2359, 0.3884, 0.3743, -1.1661, -0.1487, -0.2977, 0.1824, -0.8265, 0.7549, -0.3235, -0.2654, -0.2860, 0.3742, 0.3137, 0.2495, 0.2679, 0.1766]}

---

{"formula": "C7H8O", "method": "the ωB97M-V functional and the def2-TZVPD basis", "charge": 0, "energy_ha": -346.55338, "multiplicity": 1, "elements": ["C", "C", "C", "C", "C", "C", "C", "H", "H", "H", "H", "H", "H", "H", "H", "O"], "coordinates": [[-2.50416, -0.74866, 0.05423], [-1.80411, 0.47123, -0.06923], [-0.47135, 0.54944, -0.20528], [1.39234, -0.36798, 0.15491], [2.39406, -1.27191, -0.14288], [1.75958, 1.09918, 0.21230], [0.43436, 1.59900, -0.10190], [-1.49526, -1.53438, 0.65902], [-3.12915, -1.25786, -0.93065], [-3.21235, -0.43157, 0.92341], [-2.14878, 1.38372, 0.04249], [2.25579, -2.44973, -0.12797], [3.34204, -0.77337, -0.01530], [2.77663, 1.67269, -0.08019], [0.27681, 2.65098, -0.25556], [0.13354, -0.59078, -0.11740]], "forces_ev_per_a": [[-0.8, -3.7, 2.3], [3.4, -0.6, -2.2], [-3.8, 0.8, 0.8], [6.7, -1.0, -2.0], [-1.8, -1.2, 1.9], [-4.1, 1.0, -2.8], [5.6, 1.7, 1.1], [-3.8, 1.7, -2.2], [2.1, 1.4, 3.0], [0.4, -1.5, -1.6], [-2.8, 4.2, 0.3], [0.4, 2.8, -0.4], [0.5, -0.8, 0.0], [-2.6, -1.8, 1.4], [-0.5, 0.1, -0.1], [1.2, -3.1, 0.4]], "mulliken_charge": [-0.8164, -0.5566, 0.6432, 0.5717, -0.9161, -0.4437, -0.5897, 0.1782, 0.2413, 0.2586, 0.5593, 0.2404, 0.2970, 0.2649, 0.4010, -0.3330]}

---

{"formula": "C19H29N3O4", "method": "the ωB97M-V functional and the def2-TZVPD basis", "charge": 0, "smiles": "COC(=O)[C@@H]1CCCN1C(=O)CCc1nnc(CCC2CCCCC2)o1", "energy_ha": -1206.66747, "multiplicity": 1, "elements": ["C", "H", "H", "H", "O", "C", "O", "C", "N", "C", "O", "C", "C", "C", "N", "N", "C", "O", "C", "H", "H", "C", "H", "H", "C", "C", "C", "C", "C", "C", "H", "H", "H", "H", "H", "H", "H", "H", "H", "H", "H", "H", "H", "H", "H", "C", "C", "H", "C", "H", "H", "H", "H", "H", "H"], "coordinates": [[0.93134, 2.91329, 2.07340], [1.07941, 3.84881, 2.60613], [0.00248, 2.93815, 1.49883], [0.90015, 2.07395, 2.77020], [2.04684, 2.76749, 1.20541], [2.03538, 1.69078, 0.42623], [1.09222, 0.95235, 0.29487], [3.30703, 1.59725, -0.41282], [3.92489, 0.29110, -0.22097], [3.79083, -0.29578, 0.97549], [3.29499, 0.31468, 1.91355], [4.23342, -1.74150, 1.12340], [2.98194, -2.55476, 1.48110], [1.92487, -2.32103, 0.46420], [2.06950, -2.24704, -0.81831], [0.85328, -1.96701, -1.33935], [0.02726, -1.88906, -0.34983], [0.64535, -2.11830, 0.83051], [-1.42248, -1.60025, -0.41054], [-1.63369, -1.24057, -1.41624], [-1.97422, -2.52977, -0.24597], [-1.80046, -0.56250, 0.65177], [-1.68066, -1.01900, 1.63715], [-1.09098, 0.26327, 0.58329], [-3.22421, -0.00966, 0.52885], [-3.41992, 0.83487, -0.73116], [-4.81160, 1.46189, -0.73964], [-5.88429, 0.37923, -0.66691], [-5.68777, -0.48455, 0.57529], [-4.29224, -1.10333, 0.57847], [-4.15899, -1.71269, 1.47542], [-4.19347, -1.75427, -0.29219], [-6.44403, -1.27226, 0.60388], [-5.81410, 0.13200, 1.46853], [-6.87568, 0.83706, -0.64916], [-5.82268, -0.25033, -1.55774], [-4.94559, 2.05743, -1.64536], [-4.91475, 2.13107, 0.11813], [-2.65766, 1.61556, -0.77354], [-3.30885, 0.20995, -1.61892], [-3.37920, 0.64729, 1.39415], [3.22453, -3.61915, 1.53117], [2.59264, -2.23164, 2.44779], [4.95247, -1.80863, 1.94105], [4.67709, -2.12317, 0.20853], [4.37078, -0.29071, -1.47754], [4.19686, 0.84326, -2.48739], [5.08905, 1.47097, -2.51507], [3.02210, 1.62957, -1.91335], [2.08788, 1.09821, -2.10368], [2.95022, 2.64328, -2.30085], [3.99860, 0.46863, -3.48867], [3.73194, -1.14305, -1.73346], [5.41161, -0.61616, -1.40211], [3.99058, 2.39478, -0.09599]], "forces_ev_per_a": [[-0.3, -0.1, 0.1], [0.0, 0.0, 0.0], [0.1, 0.0, 0.1], [0.0, 0.0, 0.0], [0.2, 0.3, 0.0], [-0.1, 0.1, -0.4], [0.0, 0.0, 0.0], [-0.1, 0.2, 0.3], [-0.2, 0.4, -0.1], [0.5, -0.3, 0.1], [0.1, -0.2, 0.4], [-0.3, 0.1, 0.1], [0.0, 0.0, 0.1], [0.2, -0.2, -0.5], [1.0, -0.4, 0.9], [-1.2, 0.3, -0.4], [0.1, -0.1, -0.7], [-0.2, 0.0, 0.2], [0.0, 0.1, 0.4], [0.0, -0.1, 0.0], [0.0, 0.0, -0.1], [-0.2, 0.1, -0.1], [0.1, 0.0, 0.0], [0.0, 0.0, 0.1], [0.2, -0.3, -0.2], [-0.1, 0.2, 0.3], [0.0, -0.2, -0.3], [-0.1, 0.2, 0.3], [0.0, -0.2, -0.3], [-0.1, 0.3, 0.3], [0.1, -0.1, 0.0], [0.0, -0.1, -0.1], [0.0, 0.0, 0.1], [0.0, 0.0, 0.1], [0.0, 0.0, -0.1], [0.0, 0.0, -0.1], [0.0, 0.1, 0.0], [0.0, 0.1, 0.0], [0.1, 0.0, -0.1], [0.1, 0.0, -0.1], [0.0, 0.0, 0.0], [0.0, 0.1, 0.1], [0.1, -0.1, 0.0], [0.0, 0.0, -0.1], [0.1, 0.0, 0.0], [0.2, -0.4, -0.4], [0.0, 0.0, 0.1], [0.0, 0.0, 0.0], [0.1, 0.0, 0.1], [0.0, 0.0, 0.0], [0.0, 0.0, 0.0], [0.1, 0.0, 0.0], [0.2, 0.1, 0.0], [-0.1, 0.0, -0.1], [-0.1, -0.1, -0.1]], "mulliken_charge": [-0.6479, 0.2405, 0.2351, 0.2867, -0.3647, 0.0965, -0.5299, 0.2582, 0.2090, 0.4478, -0.6731, -0.7866, -0.7304, 0.7717, -0.2478, -0.7438, 0.3986, -0.3136, -0.1969, 0.1451, 0.3263, -0.5817, 0.2942, 0.0965, 0.4681, -0.7230, -0.8448, -0.6199, -0.7871, -0.9384, 0.3347, 0.3457, 0.3551, 0.3573, 0.3312, 0.3041, 0.3733, 0.3640, 0.2665, 0.3313, 0.3387, 0.3882, 0.2069, 0.4170, 0.3456, -0.6668, -0.7866, 0.3340, -0.7252, 0.2661, 0.4399, 0.4049, 0.3423, 0.4657, 0.3216]}